[1]
Entry from the Open Molecules 2025 dataset: a structure of composition F4N2Na4O8S4 in a non-equilibrium geometry (the ωB97M-V functional and the def2-TZVPD basis).

Atoms and positions in Å:
Na (-5.254, -0.135, 4.007)
Na (0.657, -2.975, -2.029)
Na (0.561, 1.662, 0.998)
Na (-2.161, 2.436, 1.257)
N (-1.436, 0.136, 0.962)
S (-2.098, -0.707, -0.445)
O (-3.470, -1.164, -0.484)
O (-1.133, -1.422, -1.211)
F (-2.144, 0.660, -1.311)
S (-1.811, -0.921, 1.933)
O (-1.136, -2.193, 1.787)
O (-3.129, -0.775, 2.540)
F (-0.995, -0.211, 3.129)
N (2.431, 1.294, -0.462)
S (3.188, -0.219, -0.619)
O (4.606, -0.132, -0.693)
O (2.465, -1.300, -1.278)
F (2.955, -0.672, 0.859)
S (2.046, 1.396, -1.912)
O (0.600, 1.084, -2.121)
O (3.060, 1.132, -2.889)
F (2.201, 3.027, -2.020)

## Properties
Calculated total energy = -91221.3009 eV
Total charge = +2
Energy above the lowest of the compared OMol25 structures with the same formula, charge and spin = 3.233 eV
Frontier orbital gap = 0.2503 Eh
LUMO level = -8.44 eV

[2]
Entry from the Open Molecules 2025 dataset: a structure of composition C5H10S in a non-equilibrium geometry (the ωB97M-V functional and the def2-TZVPD basis).

Atoms and positions in Å:
C (2.005, -0.864, -1.453)
C (-0.206, 0.186, -0.293)
C (-0.123, -1.333, 0.336)
C (-0.588, 1.337, 0.286)
C (-1.587, 1.502, 1.458)
H (2.509, -0.539, -0.609)
H (1.589, -1.988, -1.262)
H (2.572, -0.595, -2.422)
H (-1.300, -1.624, -0.118)
H (-0.074, -1.460, 1.676)
H (0.843, -2.065, -0.059)
H (-0.624, 2.187, -0.313)
H (-1.218, 2.475, 2.048)
H (-1.935, 0.586, 1.986)
H (-2.569, 1.905, 0.638)
S (0.706, 0.292, -1.898)

## Properties
Calculated total energy = -16177.1847 eV
Total charge = 0
Energy above the lowest of the compared OMol25 structures with the same formula, charge and spin = 5.293 eV
Frontier orbital gap = 0.3284 Eh
LUMO level = 0.77 eV

[3]
Entry from the Open Molecules 2025 dataset: the molecule C3H7FS in a non-equilibrium geometry (the ωB97M-V functional and the def2-TZVPD basis).

Atoms and positions in Å:
C (-0.030, 1.356, 0.023)
C (0.217, 0.011, -0.516)
S (1.956, -0.612, -0.219)
C (-0.736, -0.995, 0.176)
F (-2.005, -0.727, -0.337)
H (0.390, 1.561, 1.061)
H (-1.105, 1.539, 0.014)
H (0.525, 2.095, -0.600)
H (0.158, -0.053, -1.611)
H (1.690, -1.388, 0.853)
H (-0.507, -1.965, -0.142)
H (-0.552, -0.821, 1.298)

## Properties
Structure (SMILES) = C[C@@H](S)CF
Calculated total energy = -16776.6888 eV
Total charge = 0
Energy above the lowest of the compared OMol25 structures with the same formula, charge and spin = 0.295 eV
Frontier orbital gap = 0.3778 Eh
LUMO level = 0.91 eV

[4]
Entry from the Open Molecules 2025 dataset: a cluster of 2 separate species, C5H10N in total in a non-equilibrium geometry (the ωB97M-V functional and the def2-TZVPD basis).

Atoms and positions in Å:
C (-0.095, 2.685, -2.033)
C (0.399, 1.453, -1.723)
C (0.528, -0.938, 1.096)
C (1.579, -1.657, 1.536)
C (-1.545, -0.253, 0.166)
N (-0.751, -1.313, 1.073)
H (-0.820, 3.175, -1.370)
H (0.284, 3.164, -2.829)
H (0.738, 0.144, 0.908)
H (0.923, 0.718, -2.441)
H (-0.015, 1.080, -0.864)
H (2.613, -1.099, 1.748)
H (1.462, -2.720, 1.652)
H (-2.200, 0.254, 0.943)
H (-1.900, -0.996, -0.490)
H (-1.027, -2.275, 0.982)

## Properties
Calculated total energy = -6822.5569 eV
Total charge = +1
Energy above the lowest of the compared OMol25 structures with the same formula, charge and spin = 7.645 eV
Frontier orbital gap = 0.1937 Eh
LUMO level = -8.23 eV

[5]
Entry from the Open Molecules 2025 dataset: a structure of composition C10H26Br2MnN2O3 in a non-equilibrium geometry (the ωB97M-V functional and the def2-TZVPD basis).

Atoms and positions in Å:
Mn (-0.205, -0.799, -0.314)
Br (2.009, -0.881, 1.529)
Br (-2.344, -0.625, -1.861)
C (1.493, -3.818, -2.710)
C (1.248, -2.708, -1.774)
C (1.323, -1.328, -2.649)
O (1.311, -0.224, -1.659)
C (2.033, 0.898, -2.177)
N (0.006, -2.898, -1.022)
H (1.439, -4.772, -2.184)
H (2.496, -3.720, -3.123)
H (0.829, -3.636, -3.555)
H (2.157, -2.606, -1.180)
H (0.459, -1.410, -3.309)
H (2.312, -1.232, -3.098)
H (1.568, 1.285, -3.084)
H (3.034, 0.641, -2.522)
H (2.290, 1.530, -1.327)
H (0.124, -3.651, -0.359)
H (-0.611, -3.478, -1.571)
C (-1.730, -2.703, 1.891)
O (-1.304, -1.416, 1.408)
C (-1.936, -0.384, 2.187)
C (-1.740, 0.937, 1.510)
N (-0.584, 1.013, 0.672)
C (-0.604, 2.326, -0.059)
C (-0.592, 3.524, 0.954)
O (0.359, 3.360, 1.967)
C (0.528, 4.664, 2.602)
H (-1.059, -3.400, 1.388)
H (-2.762, -2.861, 1.578)
H (-1.555, -2.799, 2.962)
H (-1.541, -0.448, 3.201)
H (-2.977, -0.562, 2.458)
H (-1.814, 1.766, 2.213)
H (-2.630, 1.208, 0.942)
H (0.123, 1.203, 1.368)
H (-1.362, 2.436, -0.835)
H (0.309, 2.580, -0.597)
H (-1.591, 3.628, 1.378)
H (-0.251, 4.347, 0.326)
H (-0.438, 4.993, 2.983)
H (1.002, 5.422, 1.978)
H (1.176, 4.599, 3.476)

## Properties
Calculated total energy = -191320.1563 eV
Total charge = 0
Energy above the lowest of the compared OMol25 structures with the same formula, charge and spin = 2.001 eV
Frontier orbital gap (spin up / spin down) = 0.2925 / 0.3097 Eh
LUMO level (spin up / spin down) = 0.53 / 0.52 eV
2S+1 = 6